274
Properties=species:S:1:pos:R:3 method="wB97M-V/def2-TZVPD" total_energy_ev=-133259.216 total_charge=+1 e_homo_ev="-9.47 / -9.47" fmax_ha_per_bohr=0.0762 orbital_gap_ev="6.973 / 1.867" multiplicity=2
C -2.72 3.27 -3.61
C -3.70 4.28 -4.23
C -3.54 5.70 -3.64
O -3.40 4.39 -5.54
H -2.80 2.26 -4.00
H -2.76 3.13 -2.53
H -1.73 3.62 -3.89
H -4.74 3.96 -4.13
H -4.19 6.42 -4.12
H -2.55 6.17 -3.71
H -3.87 5.62 -2.60
H -3.46 3.52 -5.93
C -5.65 3.58 -0.58
C -4.65 3.87 0.54
C -3.54 4.81 0.06
O -5.31 4.61 1.54
H -5.81 4.49 -1.16
H -6.55 3.09 -0.21
H -5.14 2.81 -1.15
H -4.24 2.92 0.89
H -3.92 5.76 -0.31
H -3.20 4.31 -0.85
H -2.72 4.82 0.79
H -5.59 5.43 1.13
C -1.19 2.11 -6.66
C -2.32 1.82 -7.66
C -2.09 0.44 -8.27
O -3.51 1.89 -6.98
H -0.23 2.09 -7.18
H -1.17 1.39 -5.83
H -1.19 3.13 -6.28
H -2.41 2.57 -8.45
H -3.02 -0.13 -8.30
H -1.34 -0.11 -7.71
H -1.62 0.46 -9.25
H -4.11 1.84 -7.73
C 2.73 -3.81 2.70
C 1.81 -2.61 3.18
C 1.98 -1.35 2.35
O 0.41 -2.91 3.10
H 2.64 -4.64 3.40
H 3.76 -3.48 2.58
H 2.38 -3.98 1.68
H 2.13 -2.36 4.19
H 2.97 -0.93 2.21
H 1.48 -0.51 2.83
H 1.54 -1.42 1.35
H 0.28 -3.85 3.23
C -4.61 1.88 3.60
C -3.53 2.56 4.42
C -2.52 1.61 5.06
O -3.04 0.78 6.13
C -2.08 -0.22 6.44
N -2.87 3.61 3.58
H -5.10 1.07 4.14
H -4.28 1.42 2.67
H -5.36 2.61 3.28
H -3.92 3.05 5.31
H -1.61 2.11 5.37
H -2.18 1.06 4.18
H -2.44 -0.73 7.34
H -1.07 0.08 6.69
H -1.94 -1.00 5.69
H -3.62 3.99 3.03
H -2.31 3.17 2.87
C -1.48 0.03 1.19
C -0.60 1.28 1.34
C 0.45 1.35 0.19
O -0.31 1.53 -1.01
C 0.46 1.33 -2.26
N -1.36 2.53 1.36
H -0.92 -0.80 0.76
H -2.21 0.35 0.44
H -1.98 -0.27 2.11
H 0.01 1.20 2.24
H 0.95 0.38 0.20
H 1.03 2.25 0.34
H -0.01 1.55 -3.22
H 0.69 0.26 -2.31
H 1.40 1.88 -2.25
H -1.73 2.71 0.44
H -0.80 3.32 1.62
C 1.41 -2.79 -1.18
O 1.15 -3.98 -1.91
C 2.27 -4.31 -2.76
C 2.00 -5.72 -3.32
N 3.06 -6.20 -4.18
C 3.19 -7.65 -4.29
C 1.98 -8.28 -5.01
O 2.18 -7.98 -6.41
C 0.99 -8.20 -7.27
H 1.40 -1.81 -1.66
H 2.27 -2.93 -0.53
H 0.51 -2.64 -0.57
H 3.26 -4.34 -2.29
H 2.42 -3.52 -3.50
H 0.96 -5.78 -3.65
H 1.96 -6.33 -2.42
H 3.16 -5.74 -5.08
H 3.16 -8.08 -3.29
H 4.12 -7.96 -4.76
H 1.06 -7.89 -4.57
H 1.90 -9.34 -4.77
H 1.13 -7.87 -8.30
H 0.08 -7.66 -7.01
H 0.67 -9.24 -7.29
C 4.35 0.01 -0.90
O 4.52 -1.26 -0.30
C 5.16 -2.17 -1.22
C 5.52 -3.35 -0.25
N 6.74 -3.10 0.50
C 6.91 -4.02 1.59
C 8.20 -3.69 2.37
O 8.54 -4.69 3.35
C 9.85 -4.54 3.88
H 3.76 0.63 -0.22
H 3.86 0.02 -1.87
H 5.29 0.54 -1.05
H 6.09 -1.76 -1.59
H 4.53 -2.44 -2.07
H 5.63 -4.20 -0.92
H 4.66 -3.77 0.27
H 6.98 -2.13 0.69
H 6.90 -5.04 1.20
H 6.12 -3.98 2.34
H 8.08 -2.72 2.84
H 9.09 -3.58 1.74
H 9.95 -5.49 4.41
H 10.03 -3.69 4.54
H 10.67 -4.57 3.16
C 3.58 3.73 -0.97
O 4.33 3.22 0.15
C 3.77 3.73 1.38
C 4.78 3.58 2.49
N 5.78 4.63 2.44
C 6.71 4.30 3.56
C 8.02 5.11 3.51
O 8.54 5.10 2.19
C 9.69 5.87 1.97
H 3.61 3.04 -1.82
H 3.88 4.73 -1.27
H 2.51 3.71 -0.75
H 2.91 3.11 1.64
H 3.50 4.77 1.25
H 5.19 2.57 2.47
H 4.24 3.63 3.43
H 6.34 4.64 1.60
H 6.95 3.24 3.65
H 6.15 4.61 4.44
H 8.77 4.75 4.21
H 7.69 6.09 3.87
H 9.93 5.93 0.91
H 10.52 5.40 2.49
H 9.57 6.92 2.26
C 0.38 5.53 0.73
O 0.51 4.54 1.74
C 0.64 5.09 3.07
C 0.70 3.92 4.07
N 1.92 3.18 4.12
C 1.76 1.96 4.93
C 3.09 1.17 5.13
O 4.21 1.93 5.67
C 3.95 2.39 7.01
H 1.32 6.08 0.65
H -0.42 6.25 0.86
H 0.29 4.96 -0.20
H -0.34 5.53 3.25
H 1.46 5.77 3.27
H -0.12 3.25 3.81
H 0.58 4.45 5.02
H 2.59 3.78 4.57
H 1.10 1.31 4.36
H 1.27 2.18 5.88
H 3.32 0.72 4.17
H 2.90 0.36 5.83
H 4.83 2.89 7.42
H 3.57 1.60 7.65
H 3.15 3.13 7.01
C -0.27 -7.96 -1.86
O 0.18 -7.52 -0.62
C -0.43 -6.29 -0.18
C -1.74 -6.46 0.46
N -2.07 -5.50 1.50
C -2.14 -4.10 1.18
C -2.95 -3.67 -0.08
O -4.37 -4.04 0.16
C -5.25 -3.73 -0.91
H -0.52 -7.19 -2.59
H -1.15 -8.61 -1.81
H 0.54 -8.46 -2.39
H -0.50 -5.58 -1.01
H 0.17 -5.80 0.60
H -1.71 -7.43 0.95
H -2.58 -6.54 -0.23
H -2.97 -5.67 1.92
H -1.10 -3.79 1.02
H -2.42 -3.52 2.06
H -2.54 -4.16 -0.96
H -2.94 -2.59 -0.23
H -5.22 -4.55 -1.63
H -5.04 -2.76 -1.36
H -6.29 -3.77 -0.59
C -1.13 -1.67 -3.71
O -2.53 -1.78 -4.00
C -3.33 -0.73 -3.36
C -4.49 -0.44 -4.26
N -5.32 -1.66 -4.32
C -6.43 -1.60 -5.25
C -7.26 -2.90 -5.11
O -6.58 -4.01 -5.70
C -7.45 -5.17 -5.75
H -1.04 -1.60 -2.63
H -0.52 -0.81 -4.01
H -0.61 -2.59 -4.00
H -2.73 0.17 -3.23
H -3.71 -1.09 -2.40
H -4.13 -0.10 -5.23
H -5.10 0.42 -3.98
H -4.70 -2.43 -4.52
H -6.15 -1.42 -6.29
H -7.09 -0.79 -4.93
H -8.21 -2.88 -5.65
H -7.42 -3.08 -4.05
H -6.77 -5.91 -6.19
H -8.34 -5.07 -6.36
H -7.66 -5.47 -4.72
C -3.97 -1.82 3.41
O -4.92 -2.63 4.03
C -5.63 -1.91 5.03
C -6.56 -2.90 5.74
N -5.87 -4.08 6.35
C -5.00 -3.61 7.46
C -5.59 -2.78 8.62
O -5.61 -1.38 8.34
C -6.03 -0.50 9.40
H -4.06 -0.74 3.45
H -4.07 -2.07 2.35
H -2.96 -2.03 3.75
H -6.30 -1.08 4.80
H -4.91 -1.54 5.76
H -7.19 -3.22 4.91
H -7.13 -2.40 6.53
H -5.30 -4.53 5.65
H -4.17 -3.01 7.07
H -4.48 -4.50 7.81
H -5.06 -2.92 9.56
H -6.58 -3.14 8.88
H -7.12 -0.50 9.48
H -5.61 0.50 9.29
H -5.66 -0.89 10.35
C 1.75 8.07 -1.26
O 1.73 6.88 -1.96
C 0.57 6.71 -2.69
C 0.69 5.33 -3.31
N 1.88 5.14 -4.18
C 2.10 3.71 -4.54
C 3.37 3.60 -5.47
O 4.47 3.78 -4.63
C 5.70 3.82 -5.35
H 2.45 8.04 -0.43
H 0.80 8.40 -0.84
H 2.05 8.74 -2.07
H 0.57 7.46 -3.47
H -0.31 6.72 -2.04
H -0.21 5.12 -3.88
H 0.75 4.65 -2.46
H 2.64 5.49 -3.61
H 1.23 3.25 -5.00
H 2.42 3.05 -3.73
H 3.20 4.34 -6.25
H 3.45 2.65 -6.00
H 5.80 4.69 -6.00
H 5.68 2.88 -5.89
H 6.50 3.86 -4.61